Density functional theory data (wB97M-V/def2-TZVPD) for a structure of composition C21H25NO3P2Y at a distorted geometry.

Results
LUMO level ... -4.8 eV
HOMO energy ... -10.36 eV
Kohn-Sham gap ... 0.205 hartree

ORCA input file:
```
! RIJCOSX wB97M-V def2-TZVPD def2/J DEFGRID3
* xyz 1 1
H 3.573 2.034 2.430
C -0.904 2.401 -3.574
C -0.224 2.525 -2.325
O -0.965 -4.524 1.964
H 1.522 3.645 -2.942
C 1.742 1.820 1.318
H -2.694 -0.641 2.495
C 3.232 2.815 -0.884
C 2.611 -1.162 2.090
O 0.529 -3.579 -2.781
C 1.665 -4.147 -2.546
H -3.942 1.288 -2.444
H -2.502 -2.362 2.073
H -3.761 0.751 0.093
H 2.871 -0.898 3.125
P -1.939 -0.936 0.198
C 0.917 1.039 2.302
C 0.150 -1.377 3.397
H -2.865 -1.205 -2.039
C 1.822 2.733 -1.005
H -0.739 -0.802 3.666
H -2.738 1.812 -4.548
C 3.849 2.515 0.326
O 2.116 -4.264 -1.361
H 1.290 1.134 3.334
H -2.764 -2.774 -1.179
H -3.919 -1.449 1.476
H 0.924 -1.248 4.157
H -0.381 2.663 -4.488
H -0.126 1.390 2.250
C -2.205 1.898 -3.601
H 3.823 3.096 -1.764
H 4.933 2.600 0.425
H 1.988 -1.744 -0.599
P 0.835 -0.777 1.806
C -3.017 -1.709 -1.077
C -2.680 0.800 0.049
C 1.068 2.237 0.120
C -0.511 -3.927 1.078
C -2.878 1.559 -2.409
Y 0.498 -2.738 -0.690
C 3.098 2.127 1.445
C -2.188 1.478 -1.201
H 3.213 -0.578 1.387
C -0.882 2.074 -1.138
H 2.284 -4.480 -3.384
H -4.064 -1.599 -0.763
H 2.781 -2.225 1.898
C -2.853 -1.391 1.716
C 1.079 3.029 -2.160
N -0.268 2.157 0.063
H -2.293 1.349 0.922
H -0.112 -2.434 3.297
*
```

***

Density functional theory data (wB97M-V/def2-TZVPD) for a structure of composition C29H35BO3S at a distorted geometry.

Results
LUMO level ... -0.4 eV
HOMO energy ... -5.56 eV
Kohn-Sham gap ... 0.191 hartree

ORCA input file:
```
! RIJCOSX wB97M-V def2-TZVPD def2/J DEFGRID3
* xyz 0 1
C -1.395 1.497 -0.999
H -2.815 4.312 -1.879
S -0.455 -0.443 3.166
H -3.958 3.418 1.225
C 2.575 3.431 4.635
C -4.454 0.049 0.326
C -4.708 1.631 0.223
H -3.007 1.979 1.536
C -5.276 -0.829 -0.628
H 3.032 3.954 1.426
C -1.872 3.788 -1.642
H 0.442 3.718 4.423
C -4.530 -0.545 1.711
B -2.928 1.097 -0.904
H -6.447 1.697 -1.022
C -4.038 2.341 1.395
H -3.103 -2.181 3.525
H -4.563 2.224 2.351
H -1.068 4.346 -2.152
C -2.599 -1.706 4.378
C 2.413 3.074 1.236
C 3.389 1.139 4.257
C -2.430 0.889 4.118
H -6.315 -0.997 -0.311
H 4.441 4.899 3.151
C 0.842 0.833 0.651
H 4.094 1.761 0.903
C 1.032 3.174 1.305
H -0.773 0.653 -1.283
H 2.664 -0.268 0.576
H -2.503 3.861 0.421
C 5.084 4.409 3.905
H -4.754 -1.796 -0.698
C -1.014 2.342 0.196
H -3.886 -0.052 2.437
C 1.281 3.009 4.365
C -1.860 2.370 -2.054
H 0.207 -0.034 0.448
H -5.548 -0.486 2.112
H -3.334 -1.565 5.179
H 4.248 0.462 4.229
O -3.994 1.965 -0.990
H 6.133 4.524 3.624
C 2.097 0.728 4.027
C -6.117 2.112 -0.065
C -0.242 1.283 3.426
H 2.767 4.473 4.909
H -1.810 -2.400 4.706
H -5.269 -0.376 -1.627
O -3.101 -0.081 -0.201
C -1.542 3.738 -0.100
C 0.239 2.126 0.751
H -1.611 2.933 3.829
C 1.046 1.677 3.923
H 0.549 4.052 1.751
C 2.215 0.715 0.714
H -2.037 2.070 -3.089
H -6.089 3.200 -0.185
O 4.858 2.975 3.946
C 3.634 2.534 4.333
H -6.864 1.882 0.704
C 3.007 1.848 0.927
C -1.464 1.863 3.755
H -0.885 4.570 0.183
H -3.396 1.094 4.573
H 4.915 4.853 4.899
C -1.988 -0.420 3.959
H -4.234 -1.598 1.727
H 1.928 -0.348 3.901
*
```

***

Density functional theory data (wB97M-V/def2-TZVPD) for a cluster of 3 separate species, C23H44BrIN4O3SSi in total at a distorted geometry.

Results
LUMO level (spin up / spin down) ... 0.5 / -0.1 eV
HOMO energy (spin up / spin down) ... -8.60 / -9.17 eV
<S²> ... 2.01
Kohn-Sham gap (spin up / spin down) ... 0.333 / 0.335 hartree

ORCA input file:
```
! RIJCOSX wB97M-V def2-TZVPD def2/J DEFGRID3
* xyz 0 3
H -3.272 3.685 -5.530
C 3.178 -2.620 7.160
H -0.858 2.597 -5.518
O -2.809 1.167 -4.146
C -1.604 1.484 -0.045
H 2.485 -5.037 5.618
C -4.824 1.002 -7.115
H 3.835 -2.084 3.735
H 0.205 -0.251 -5.888
N 2.619 -1.681 6.144
H 2.470 -1.752 9.063
H 0.920 -1.687 3.132
O 1.683 -0.952 6.741
H -2.002 3.615 -0.715
N 2.151 -0.675 0.864
C 1.261 -1.250 4.072
N 0.844 -0.538 0.483
S -0.605 0.798 -1.432
C -1.534 3.051 0.137
C -1.162 2.086 -6.439
C 4.612 -3.032 6.730
C 2.005 -2.295 4.923
H -4.195 3.621 -7.009
N -3.056 0.784 -5.393
H -1.094 -1.092 -5.044
H 2.273 3.290 1.736
O 2.194 0.673 -0.922
H -0.254 1.980 -7.039
C 2.956 0.013 0.052
C -4.072 1.718 -5.962
C 2.273 -3.846 7.409
C -1.863 -0.090 -7.431
H 3.960 -2.666 9.190
H -0.875 -0.278 -7.857
C -2.160 2.962 -7.187
C -1.742 0.702 -6.109
H -5.994 2.628 -5.504
H -5.663 1.184 -4.547
H -2.337 -1.062 -7.269
H -2.679 1.204 -0.229
C 1.182 3.014 1.827
H -1.736 3.961 -7.319
H 1.134 1.893 1.810
H -2.346 2.576 -8.195
C 3.081 -2.843 3.958
H 2.815 -4.599 7.988
H 5.365 -2.396 7.202
C 0.934 0.279 -0.588
H -5.748 0.539 -6.759
H 1.425 -3.545 8.035
H 2.629 -3.139 3.008
H 0.956 -5.243 6.441
H -4.871 2.718 -4.162
Si 0.205 3.775 0.391
H 0.693 -3.925 4.344
H 3.985 -1.055 8.472
H -5.091 1.697 -7.914
I -0.163 6.169 1.022
C -5.209 2.079 -4.979
H 3.584 -3.736 4.326
C 1.700 -4.494 6.156
C -3.467 3.065 -6.413
C -0.705 -0.103 -5.303
H -2.115 3.300 1.076
Br 1.449 3.864 -1.528
H 4.052 0.150 0.079
H 4.833 -4.065 7.005
H -0.404 0.400 -4.383
H -2.413 0.439 -8.208
C 1.046 -3.446 5.262
H 4.813 -2.928 5.668
H 0.848 3.453 2.807
H -1.300 0.918 0.879
C 3.404 -1.978 8.547
H -4.279 0.179 -7.568
H 1.917 -0.412 3.823
H 0.152 -3.058 5.763
H 0.373 -0.856 4.570
*
```

***

Density functional theory data (wB97M-V/def2-TZVPD) for a structure of composition C23H17AsFeN3O6S at a distorted geometry.

Results
LUMO level (spin up / spin down) ... 2.5 / 2.5 eV
HOMO energy (spin up / spin down) ... -4.71 / -4.56 eV
<S²> ... 6.02
Kohn-Sham gap (spin up / spin down) ... 0.266 / 0.260 hartree

ORCA input file:
```
! RIJCOSX wB97M-V def2-TZVPD def2/J DEFGRID3
* xyz -1 5
C 6.585 -14.177 13.097
C 3.718 -13.478 15.494
N 2.361 -4.393 12.635
C 2.092 -7.598 11.489
O 0.017 -8.881 12.908
O -0.436 -13.967 10.500
H 0.386 -14.372 10.185
C 1.753 -12.628 16.462
S -0.385 -9.832 13.948
O 0.648 -10.861 14.284
H 6.115 -14.754 15.090
C 3.535 -9.027 13.417
H 6.993 -13.075 11.270
C 4.568 -13.523 14.303
H 1.408 -7.168 10.774
H 2.091 -9.629 10.534
O 0.883 -13.562 13.024
C -3.010 -10.400 13.694
N 2.547 -12.775 15.404
C -3.926 -11.872 12.154
C 2.560 -6.965 12.618
H 3.554 -7.105 14.434
O -0.958 -9.234 15.169
C 6.300 -13.239 12.081
As 0.141 -12.746 11.786
H -3.085 -9.494 14.341
H -5.157 -10.798 13.606
H 4.885 -14.817 16.802
C -1.685 -10.718 13.192
C 3.959 -14.233 16.652
C 2.977 -14.304 17.620
C 2.391 -8.954 11.344
C 5.777 -14.187 14.259
H 4.208 -9.542 14.123
C 3.308 -7.689 13.566
C -2.726 -12.300 11.683
N 3.009 -9.680 12.320
H 3.050 -14.953 18.503
H -2.602 -13.060 10.914
C -4.142 -11.059 13.224
Fe 2.248 -11.922 13.288
C 4.135 -12.772 13.167
C 5.050 -12.589 12.151
H 4.766 -11.966 11.351
H -4.779 -12.221 11.590
H 1.002 -11.859 16.525
O 1.372 -11.678 11.262
C 1.905 -13.409 17.570
C 2.384 -5.535 12.740
H 7.493 -14.845 13.029
H 1.247 -13.296 18.391
C -1.543 -11.751 12.215
*
```